No. 1
{
  "formula": "C4H5N3",
  "method": "wB97M-V/def2-TZVPD",
  "species": ["N", "C", "C", "C", "N", "C", "N", "H", "H", "H", "H", "H"],
  "positions_angstrom": [[0.1448, 1.6888, 1.4720], [-0.0835, 1.3681, 0.3748], [-0.7402, 0.2819, -0.5382], [0.4949, -0.2189, -1.2556], [1.3598, -0.1679, -0.0447], [0.5622, -0.5276, 0.9194], [-0.7918, -0.7423, 0.5127], [-1.6894, 0.5227, -1.0259], [0.4551, -1.2771, -1.5527], [0.8088, 0.3915, -2.1046], [0.8669, -0.6756, 1.9510], [-1.5247, -0.5569, 1.1933]],
  "de_lowest_kcal_mol": 96.11,
  "orbital_gap_ev": 10.13,
  "smiles": "N#C[C@H]1CN=CN1",
  "energy_ha": -319.5590,
  "homo_ev": -9.38,
  "total_charge": 0
}

No. 2
{
  "formula": "C52H104O13",
  "method": "wB97M-V/def2-TZVPD",
  "species": ["C", "C", "C", "O", "C", "H", "H", "H", "H", "H", "H", "H", "H", "C", "C", "C", "O", "C", "H", "H", "H", "H", "H", "H", "H", "H", "C", "C", "C", "O", "C", "H", "H", "H", "H", "H", "H", "H", "H", "C", "C", "C", "O", "C", "H", "H", "H", "H", "H", "H", "H", "H", "C", "C", "C", "O", "C", "H", "H", "H", "H", "H", "H", "H", "H", "C", "C", "C", "O", "C", "H", "H", "H", "H", "H", "H", "H", "H", "C", "C", "C", "O", "C", "H", "H", "H", "H", "H", "H", "H", "H", "C", "C", "C", "O", "C", "H", "H", "H", "H", "H", "H", "H", "H", "C", "C", "C", "O", "C", "H", "H", "H", "H", "H", "H", "H", "H", "C", "C", "C", "O", "C", "H", "H", "H", "H", "H", "H", "H", "H", "C", "C", "C", "O", "C", "H", "H", "H", "H", "H", "H", "H", "H", "C", "C", "C", "O", "C", "H", "H", "H", "H", "H", "H", "H", "H", "C", "C", "C", "O", "C", "H", "H", "H", "H", "H", "H", "H", "H"],
  "positions_angstrom": [[-2.4405, 6.5358, 27.8863], [-3.0091, 7.9407, 27.5303], [-1.8138, 8.6766, 26.8850], [-0.8112, 7.6563, 26.6705], [-0.9684, 6.7113, 27.7040], [-2.8069, 5.7717, 27.1578], [-2.5957, 6.0970, 28.8535], [-3.3753, 8.4056, 28.4564], [-3.8864, 8.0073, 26.9265], [-1.4382, 9.4346, 27.5963], [-1.9411, 9.2006, 25.9178], [-0.5228, 7.2062, 28.6368], [-0.4212, 5.7461, 27.5092], [2.5492, 7.2477, 26.6494], [3.8015, 6.4568, 27.1557], [3.1004, 5.1149, 27.3923], [2.2654, 4.9643, 26.2773], [2.0127, 6.2366, 25.6670], [2.8812, 8.1522, 26.2626], [1.7594, 7.3619, 27.4465], [4.4139, 6.9957, 27.9049], [4.4319, 6.2624, 26.3203], [2.5459, 5.1340, 28.4053], [3.8239, 4.2745, 27.3720], [0.9351, 6.3613, 25.4491], [2.5281, 6.2507, 24.7072], [-0.7936, -0.2071, 21.7288], [-0.6746, -1.6866, 22.2745], [-1.9894, -1.7822, 22.9890], [-2.9011, -1.0180, 22.2415], [-2.2255, 0.1879, 22.0170], [-0.5185, -0.0978, 20.6803], [-0.0814, 0.4577, 22.2356], [0.2257, -1.8266, 22.8484], [-0.6497, -2.3362, 21.3807], [-1.9976, -1.4713, 24.1164], [-2.2913, -2.8273, 22.9092], [-2.2864, 0.7672, 22.9574], [-2.6866, 0.7048, 21.2018], [-6.2987, -2.8153, 22.3946], [-5.6981, -3.4786, 21.1510], [-6.8077, -3.2279, 20.1667], [-7.4194, -1.9165, 20.5224], [-7.0522, -1.5938, 21.9069], [-5.5241, -2.5835, 23.1462], [-6.8593, -3.6334, 22.9202], [-5.5192, -4.5328, 21.1388], [-4.8198, -2.8743, 20.8803], [-7.6522, -3.9619, 20.1572], [-6.5809, -3.0696, 19.1478], [-7.8656, -1.2812, 22.5311], [-6.3996, -0.7633, 21.7490], [-0.6907, 4.0656, 16.9679], [-1.6727, 5.0804, 17.3695], [-1.0829, 5.6854, 18.6418], [-0.4079, 4.4872, 19.3179], [-0.4967, 3.4501, 18.3415], [0.2532, 4.5224, 16.5900], [-1.1402, 3.3994, 16.2390], [-2.6059, 4.5989, 17.5917], [-1.9105, 5.8623, 16.7014], [-1.8606, 5.9350, 19.3202], [-0.2992, 6.5009, 18.4969], [-1.3568, 2.7916, 18.5130], [0.4308, 2.8286, 18.5495], [-7.2751, 3.2710, 21.1494], [-6.6895, 2.7631, 22.4866], [-5.1770, 2.7967, 22.2413], [-4.9651, 3.7830, 21.2014], [-6.2190, 4.2717, 20.7917], [-8.1943, 3.8227, 21.1943], [-7.3179, 2.4425, 20.4778], [-7.0563, 1.7943, 22.7909], [-6.8508, 3.4815, 23.3407], [-4.8767, 1.8598, 21.7749], [-4.5544, 3.0517, 23.1141], [-6.1430, 4.5251, 19.7462], [-6.3751, 5.2484, 21.3326], [-5.6954, -1.1635, 26.4672], [-4.5127, -1.0209, 25.5790], [-4.7709, 0.2576, 24.6992], [-5.9689, 0.8431, 25.2458], [-6.6898, -0.2620, 25.8116], [-5.5431, -0.6784, 27.4973], [-6.0654, -2.1523, 26.7356], [-4.4338, -1.9648, 24.9762], [-3.5537, -0.9468, 26.1407], [-4.9747, -0.0242, 23.6194], [-4.0284, 1.0644, 24.7445], [-7.3125, -0.7295, 25.0716], [-7.4103, 0.2194, 26.4255], [1.9628, 8.8291, 20.7659], [0.7293, 8.2042, 21.5755], [1.0933, 8.5708, 23.0152], [2.4535, 8.5655, 23.0611], [3.0304, 9.1111, 21.8704], [1.5851, 9.7070, 20.2654], [2.4080, 8.0335, 20.1234], [0.7187, 7.1042, 21.4749], [-0.2050, 8.6000, 21.2416], [0.7132, 7.8016, 23.6971], [0.6896, 9.5033, 23.3369], [3.9614, 8.5637, 21.6338], [3.3194, 10.1856, 22.0053], [-6.9986, 5.1139, 27.1645], [-6.6435, 3.6884, 26.7555], [-5.1594, 3.8169, 26.3440], [-4.9790, 5.1674, 25.8895], [-6.0666, 5.9818, 26.3740], [-6.7857, 5.2461, 28.2119], [-8.0188, 5.4204, 27.0284], [-7.3263, 3.3501, 25.9040], [-6.7289, 2.8821, 27.5178], [-4.9824, 3.1053, 25.5358], [-4.4115, 3.6898, 27.1712], [-6.5412, 6.3666, 25.4934], [-5.6136, 6.8449, 26.9095], [-0.4188, 4.8231, 22.7525], [-0.7429, 4.7622, 24.2620], [-1.9985, 3.8741, 24.3870], [-1.7061, 2.9480, 23.3453], [-1.2882, 3.6414, 22.1534], [0.6046, 4.5066, 22.6189], [-0.5852, 5.8219, 22.3406], [-1.0278, 5.8032, 24.5824], [0.0246, 4.4068, 24.9222], [-2.9184, 4.4166, 24.1219], [-2.1602, 3.2621, 25.2913], [-2.1532, 3.9287, 21.6254], [-0.6302, 3.0096, 21.5087], [-4.7337, -0.2970, 18.9184], [-5.3076, 1.0515, 18.8057], [-4.0872, 1.8655, 18.3002], [-3.2962, 0.9516, 17.4891], [-3.6565, -0.3995, 17.8608], [-5.4453, -1.0862, 18.7559], [-4.2819, -0.4859, 19.8651], [-5.6177, 1.3817, 19.7797], [-6.0120, 1.1217, 18.0365], [-3.5880, 2.1234, 19.2565], [-4.3004, 2.8234, 17.7687], [-2.6868, -0.9242, 18.2321], [-3.7905, -0.9999, 16.9612], [-4.8339, 7.3949, 22.8773], [-3.8872, 7.8336, 24.0249], [-2.9741, 8.7183, 23.1983], [-2.8101, 8.0712, 21.8990], [-3.8320, 7.1339, 21.7347], [-5.5992, 8.2240, 22.5794], [-5.4840, 6.5348, 23.0696], [-3.4854, 6.9557, 24.4899], [-4.4663, 8.3252, 24.8585], [-2.0296, 8.9233, 23.6840], [-3.4330, 9.7151, 23.0592], [-3.3959, 6.1195, 21.7555], [-4.3206, 7.2556, 20.7890], [0.3494, 1.4883, 27.8294], [-0.0929, 0.2324, 28.6701], [-0.7540, -0.6083, 27.5122], [-1.2905, 0.3501, 26.6750], [-0.5738, 1.5548, 26.6209], [1.3867, 1.3272, 27.5605], [0.3936, 2.4738, 28.3398], [-0.7783, 0.4617, 29.4477], [0.7689, -0.2346, 29.1235], [-1.5019, -1.3654, 27.8043], [0.1008, -1.1410, 27.0559], [-1.2607, 2.3833, 26.6194], [0.0060, 1.6461, 25.6654]],
  "de_lowest_kcal_mol": 70.60,
  "orbital_gap_ev": 9.74,
  "energy_ha": -3021.4992,
  "homo_ev": -9.09,
  "total_charge": 0
}

No. 3
{
  "formula": "C6H10OS",
  "method": "wB97M-V/def2-TZVPD",
  "species": ["C", "C", "C", "C", "C", "C", "O", "S", "H", "H", "H", "H", "H", "H", "H", "H", "H", "H"],
  "positions_angstrom": [[0.5431, 1.3682, -0.2228], [1.5379, 2.2347, -0.2397], [0.7642, -0.1909, -0.3621], [-1.5501, -0.0135, -0.3814], [1.5280, -0.8192, 0.7243], [-2.7754, -0.5647, 0.3443], [-0.4472, -0.8340, -0.4173], [-1.0898, 1.6831, 0.1357], [1.3856, 3.2739, -0.1245], [2.5289, 1.8349, -0.3413], [1.4149, -0.2012, -1.3695], [-1.9228, 0.1148, -1.3557], [1.0375, -0.5055, 1.5619], [2.4867, -0.1920, 0.7022], [1.7384, -1.8227, 0.4517], [-2.4565, -0.9969, 1.2628], [-3.0938, -1.4311, -0.2329], [-3.5085, 0.0542, 0.6248]],
  "de_lowest_kcal_mol": 36.61,
  "orbital_gap_ev": [5.51, 7.71],
  "multiplicity": 3,
  "energy_ha": -707.8293,
  "homo_ev": [-4.70, -9.56],
  "total_charge": 0,
  "s_squared": 2.01
}

No. 4
{
  "formula": "C2H6O4",
  "method": "wB97M-V/def2-TZVPD",
  "species": ["O", "H", "H", "O", "O", "O", "C", "C", "H", "H", "H", "H"],
  "positions_angstrom": [[0.9500, 1.2365, -3.2243], [1.4972, 1.9849, -3.5541], [0.3184, 1.0501, -3.9554], [-0.9147, 0.8134, 2.8604], [0.2104, -2.0538, 0.1002], [0.2622, 0.0104, 0.9636], [-0.2028, 0.9234, 1.8486], [-0.3523, -1.2197, 1.0865], [-0.3071, -1.8579, -0.7087], [0.1835, 1.9279, 1.5851], [-1.4420, -1.0972, 0.9344], [-0.2028, -1.7180, 2.0637]],
  "de_lowest_kcal_mol": 21.46,
  "orbital_gap_ev": 11.24,
  "smiles": "O=COCO.O",
  "energy_ha": -380.7412,
  "homo_ev": -10.67,
  "total_charge": 0
}

No. 5
{
  "formula": "C19H19NO8S",
  "method": "wB97M-V/def2-TZVPD",
  "species": ["C", "C", "O", "C", "C", "O", "C", "C", "C", "C", "C", "S", "C", "C", "C", "O", "N", "C", "O", "H", "H", "H", "H", "H", "H", "H", "H", "H", "H", "H", "H", "H", "H", "H", "C", "C", "C", "O", "C", "C", "C", "O", "O", "O", "H", "H", "H", "H"],
  "positions_angstrom": [[-2.3495, -2.5883, -3.1574], [-1.3823, -3.7772, -3.2486], [-1.5594, -4.6369, -2.1333], [-0.3922, -5.0080, -1.4346], [-0.4370, -4.4689, -0.0077], [0.8786, -4.1534, 0.4352], [0.9494, -3.0520, 1.3079], [1.2720, -1.7623, 0.5814], [1.0660, -1.6064, -0.7914], [1.3682, -0.4120, -1.4414], [1.8886, 0.6767, -0.7401], [2.2367, 2.2130, -1.5725], [2.0856, 0.5389, 0.6300], [1.7824, -0.6583, 1.2549], [2.1138, -0.4871, 2.7093], [2.2732, -1.3423, 3.5192], [2.2993, 0.9183, 2.9532], [2.5939, 1.4963, 1.6575], [3.1655, 2.5196, 1.5119], [-2.5996, -2.4611, -2.1092], [-3.2509, -2.7398, -3.7362], [-1.8636, -1.6660, -3.4601], [-0.3679, -3.3892, -3.2941], [-1.6067, -4.3420, -4.1502], [-0.3393, -6.0939, -1.3858], [0.5250, -4.6776, -1.9196], [-1.0891, -3.5993, 0.0432], [-0.8486, -5.2349, 0.6503], [1.7225, -3.2281, 2.0464], [0.0141, -2.9170, 1.8541], [0.6682, -2.4162, -1.3799], [1.2028, -0.3124, -2.5019], [3.0217, 1.7255, -2.5393], [1.3798, 1.2615, 3.2333], [0.2786, 4.5814, 1.2286], [-0.2811, 5.7638, 0.9315], [-1.7756, 5.9497, 0.8830], [-2.1955, 7.0601, 0.6218], [-2.6249, 4.7996, 1.1451], [-2.0646, 3.6199, 1.4374], [-0.5725, 3.4466, 1.5091], [-0.1473, 2.3375, 1.7966], [-2.7677, 2.5206, 1.6860], [0.4208, 6.8521, 0.6616], [1.3503, 4.4344, 1.2671], [-3.6953, 4.9383, 1.0932], [-2.1182, 1.8156, 1.8672], [-0.2284, 7.5611, 0.4872]],
  "orbital_gap_ev": 7.35,
  "smiles": "CCOCCOCc1ccc(S)c2c1C(=O)NC2=O.O=C1C=C(O)C(=O)C=C1O",
  "energy_ha": -1790.2426,
  "homo_ev": -9.11,
  "total_charge": 0
}